1.
C5H9N2S | wB97M-V/def2-TZVPD

Net charge: +1
E_HOMO (spin up / spin down): -11.499 / -11.498 eV

Last column: Mulliken charge in e.
Positions of all 17 atoms, in Å:
C 4.06 -1.65 -2.17  -0.091
C 1.85 -0.83 -1.37  -0.194
C 0.65 0.79 0.06  -0.675
C -0.66 0.55 -0.68  -0.481
C -2.06 0.37 1.69  -0.754
N 3.02 -1.33 -1.68  -0.064
N 1.65 0.15 -0.44  0.071
S -1.92 1.51 0.25  0.115
H 4.80 -2.49 -1.99  0.299
H 0.89 -1.28 -1.70  0.297
H -0.78 2.26 0.67  0.326
H -0.58 1.08 -1.71  0.441
H -1.28 -0.35 -0.73  0.455
H -2.33 -0.54 1.13  0.282
H -1.02 0.27 2.20  0.269
H -2.71 0.61 2.40  0.414
H 2.43 0.25 0.17  0.290


2.
C5H9N2S | wB97M-V/def2-TZVPD

Net charge: +1
E_HOMO (spin up / spin down): -12.286 / -12.285 eV

Last column: Mulliken charge in e.
Positions of all 17 atoms, in Å:
C -1.18 -0.95 0.33  -0.473
C -1.94 0.18 0.15  -0.107
C -0.07 1.67 0.21  -0.361
C 0.83 0.38 0.22  0.347
C 1.07 -1.92 -0.08  -1.062
N 0.25 -0.80 0.25  0.130
N -1.35 1.32 -0.18  -0.241
S 2.56 0.45 0.09  -0.147
H -1.63 -1.90 0.29  0.406
H -3.07 0.12 -0.03  0.314
H -0.21 2.17 1.26  0.242
H 0.48 2.38 -0.53  0.334
H 1.68 -2.27 0.68  0.353
H 0.43 -2.79 -0.49  0.285
H 1.66 -1.60 -0.96  0.465
H -2.10 2.07 -0.46  0.306
H 2.58 1.50 -0.76  0.209


3.
C5H9N3 | wB97M-V/def2-TZVPD

Net charge: 0
E_HOMO: -8.560 eV

Last column: Mulliken charge in e.
Positions of all 17 atoms, in Å:
C -0.36 1.16 0.30  -0.802
C -1.86 -0.54 -0.18  0.228
C -3.16 -0.06 -0.21  -0.727
C 0.51 -1.16 -0.13  0.185
C 3.47 0.27 -0.29  -0.423
H -1.41 2.04 0.01  0.222
H 0.57 1.67 -0.24  0.291
H -0.06 1.14 1.98  0.208
H -1.89 -1.64 0.08  0.035
H -4.08 -0.82 -0.38  0.200
H -3.31 0.99 -0.17  0.244
H 0.12 -2.24 0.25  0.181
H 3.96 -0.65 0.13  0.341
H 3.97 1.14 -1.09  0.214
N -0.50 -0.28 -0.24  0.153
N 1.83 -1.21 0.34  -0.445
N 2.21 0.18 -0.18  -0.105


4.
C5H9N3 | wB97M-V/def2-TZVPD

Net charge: 0
E_HOMO: -8.035 eV
SMILES: [H]/N=C/C(N)=C(\C)N=C

Last column: Mulliken charge in e.
Positions of all 17 atoms, in Å:
H -0.07 -3.06 2.23  0.257
N -0.56 -2.22 1.89  -0.655
C 0.20 -1.54 1.11  -0.076
C -0.42 -0.18 0.44  0.231
N -1.73 0.07 0.77  -0.572
C 0.45 0.48 -0.29  0.615
C 1.89 0.23 -0.61  -1.393
N -0.04 1.81 -0.86  -0.546
C -0.97 1.77 -1.73  -0.276
H 1.22 -1.88 0.85  0.317
H -2.05 -0.59 1.47  0.316
H -1.85 1.04 1.04  0.239
H 1.98 -0.58 -1.34  0.292
H 2.46 -0.01 0.29  0.348
H 2.34 1.13 -1.05  0.372
H -1.52 0.85 -2.01  0.257
H -1.33 2.70 -2.20  0.274